i | {
  "formula": "C3HF2N2O6S",
  "method": "wB97M-V/def2-TZVPD",
  "species": ["C", "C", "C", "N", "N", "O", "O", "O", "O", "O", "O", "F", "F", "S", "H"],
  "coordinates": [[-1.5345, -0.3289, 1.2993], [-1.0724, 0.6119, 0.2935], [0.3769, -0.8227, -0.5312], [-1.9250, -1.0992, 2.0205], [-2.1230, 0.5835, -0.7554], [-2.6981, -0.4247, -0.9790], [1.8571, -0.5126, 1.6304], [-2.1771, 1.6163, -1.3851], [2.9506, -0.9618, -0.4594], [2.2682, 1.2200, 0.0906], [-0.3863, 1.5915, 0.4321], [0.6757, -0.8787, -1.9089], [0.3522, -2.1181, -0.2637], [1.9041, -0.2972, 0.2353], [1.5316, 1.8207, 0.2813]],
  "homo_ha": [-0.20920, -0.20922],
  "orbital_gap_ev": [8.30, 8.30],
  "total_charge": -1,
  "multiplicity": 1
}

---

ii | {
  "formula": "C3HF2N2O6S",
  "method": "wB97M-V/def2-TZVPD",
  "species": ["N", "C", "C", "O", "N", "O", "O", "C", "F", "F", "S", "O", "O", "O", "H"],
  "coordinates": [[1.1211, -0.8723, -2.5962], [0.9758, -0.4496, -1.5439], [0.8856, 0.1863, -0.2529], [0.6701, 1.5252, -0.2898], [2.0715, -0.1339, 0.5920], [2.5923, -1.2164, 0.4208], [2.4129, 0.6943, 1.3979], [-0.5472, -0.5744, 0.6317], [-0.3986, -0.3322, 1.9373], [-0.5035, -1.8973, 0.4583], [-2.0671, 0.2115, -0.0805], [-1.9636, -0.0947, -1.4812], [-3.1355, -0.4035, 0.6532], [-1.8072, 1.6156, 0.2508], [-0.3066, 1.7414, -0.0975]],
  "homo_ha": -0.25396,
  "orbital_gap_ev": 9.72,
  "total_charge": -1,
  "multiplicity": 1
}

---

Which one sits at the top of the stability order? ii does.

---

i | {
  "formula": "C4H15NO2",
  "method": "wB97M-V/def2-TZVPD",
  "species": ["C", "C", "C", "C", "N", "H", "H", "H", "H", "H", "H", "H", "H", "H", "H", "H", "O", "H", "H", "O", "H", "H"],
  "coordinates": [[0.8547, 1.5986, 0.1720], [1.1041, 0.1945, -0.2617], [0.3251, -0.8163, 0.6737], [0.4434, 0.2500, -1.7006], [0.9837, 1.3312, -2.6086], [-0.0518, 1.7534, 0.8009], [0.8345, 2.3700, -0.6306], [1.7122, 1.9758, 0.8546], [2.0941, -0.1406, -0.3881], [0.4781, -1.9440, 0.4963], [0.8398, -0.4607, 1.6078], [-0.7941, -0.5800, 0.6056], [-0.7147, 0.5301, -1.4690], [0.4854, -0.7440, -2.0409], [2.0765, 1.2445, -2.5513], [0.7742, 0.8982, -3.4890], [-0.6221, -1.8749, 4.8760], [0.1944, -1.6955, 5.2631], [-0.9424, -1.0069, 4.6748], [-3.1723, -1.2630, -1.5949], [-2.7855, -0.3090, -1.3314], [-4.1171, -1.3113, -1.9587]],
  "homo_ha": -0.36250,
  "orbital_gap_ev": 10.60,
  "multiplicity": 1
}

---

ii | {
  "formula": "C4H15NO2",
  "method": "wB97M-V/def2-TZVPD",
  "species": ["C", "C", "N", "C", "C", "H", "H", "H", "H", "H", "H", "H", "H", "H", "H", "H", "O", "H", "H", "O", "H", "H"],
  "coordinates": [[0.5186, 1.8037, 0.7021], [-0.8653, 1.1803, 0.9369], [-0.9250, -0.0956, 0.2260], [-1.3437, -1.1986, 1.0356], [-1.4789, -0.0347, -1.1040], [0.9273, 1.4973, -0.2624], [0.4972, 2.8941, 0.5878], [1.2965, 1.5392, 1.4196], [-1.5261, 1.8834, 0.4236], [-1.0621, 0.9683, 1.9818], [-2.3173, -1.0270, 1.5184], [-0.6530, -1.5457, 1.7831], [-1.3215, -2.1403, 0.4763], [-0.7553, 0.4555, -1.7538], [-1.6340, -1.0146, -1.5453], [-2.3838, 0.5919, -1.1058], [0.3325, -1.3141, 3.4886], [-0.4382, -1.7006, 3.9256], [0.9717, -1.3429, 4.2139], [4.1834, -0.7854, -5.6892], [4.4794, -0.1796, -5.0068], [3.4978, -0.4348, -6.2520]],
  "homo_ha": -0.28373,
  "orbital_gap_ev": 8.38,
  "multiplicity": 1
}

---

Which one sits at the top of the stability order? ii does.

---

i | {
  "formula": "C4H6O2",
  "method": "wB97M-V/def2-TZVPD",
  "species": ["O", "C", "C", "C", "C", "O", "H", "H", "H", "H", "H", "H"],
  "coordinates": [[2.1314, -0.1174, 1.3267], [1.7116, 0.1921, 0.2377], [0.6431, -0.5811, -0.5093], [-0.6682, -0.4792, 0.2347], [-1.4989, 0.7165, 0.1027], [-1.8530, -0.5033, -0.5385], [2.0725, 1.1070, -0.2687], [0.9650, -1.6225, -0.5843], [0.5062, -0.2048, -1.5290], [-0.6963, -1.0445, 1.1653], [-2.1412, 1.0209, 0.9269], [-1.1722, 1.5164, -0.5642]],
  "homo_ha": -0.36821,
  "orbital_gap_ev": 10.89,
  "multiplicity": 1
}

---

ii | {
  "formula": "C4H6O2",
  "method": "wB97M-V/def2-TZVPD",
  "species": ["O", "C", "C", "C", "C", "O", "H", "H", "H", "H", "H", "H"],
  "coordinates": [[-0.1774, 0.7991, 2.2159], [-0.8488, 1.1564, 1.2766], [-0.6105, 0.6987, -0.1360], [0.5943, -0.2069, -0.2171], [0.7045, -2.0553, -1.4301], [0.6254, -0.7327, -1.5612], [-1.7002, 1.8497, 1.4156], [-0.5222, 1.5638, -0.7999], [-1.4981, 0.1456, -0.4774], [1.5482, 0.2408, 0.0658], [1.5695, -2.1947, -0.7176], [0.3950, -1.0630, 0.4266]],
  "homo_ha": -0.32005,
  "orbital_gap_ev": 8.81,
  "multiplicity": 1
}

---

Which one sits at the top of the stability order? i does.

---

i | {
  "formula": "C4H6O2",
  "method": "wB97M-V/def2-TZVPD",
  "species": ["O", "C", "C", "C", "C", "O", "H", "H", "H", "H", "H", "H"],
  "coordinates": [[0.2483, 2.1959, -1.0704], [0.4383, 1.0051, -1.1288], [1.0191, 0.1911, 0.0065], [0.0218, -0.8399, 0.5942], [-1.4340, -0.6148, 0.2389], [-2.2060, -1.5143, 0.0166], [0.1761, 0.4328, -2.0459], [1.8940, -0.3465, -0.3803], [1.3658, 0.8986, 0.7640], [0.2655, -1.8691, 0.3184], [0.0757, -0.7840, 1.6897], [-1.7697, 0.4449, 0.2148]],
  "homo_ha": -0.36913,
  "orbital_gap_ev": 10.66,
  "multiplicity": 1
}

---

ii | {
  "formula": "C4H6O2",
  "method": "wB97M-V/def2-TZVPD",
  "species": ["C", "C", "O", "C", "C", "O", "H", "H", "H", "H", "H", "H"],
  "coordinates": [[-0.4140, 1.6111, -0.2093], [-1.0418, 0.5711, 0.3273], [-1.2155, -0.5886, -0.4042], [-0.0293, -1.3768, -0.2807], [1.1364, -0.5164, 0.2213], [1.6364, -0.6118, 1.3145], [-0.0482, 2.4331, 0.3945], [-0.1558, 1.5997, -1.2633], [-1.3496, 0.5165, 1.3720], [0.2237, -1.7666, -1.2744], [-0.1855, -2.2120, 0.4098], [1.5031, 0.2145, -0.5257]],
  "homo_ha": -0.35493,
  "orbital_gap_ev": 10.54,
  "multiplicity": 1
}

---

Which one sits at the top of the stability order? i does.

---

i | {
  "formula": "C4H6O2",
  "method": "wB97M-V/def2-TZVPD",
  "species": ["C", "C", "C", "O", "C", "O", "H", "H", "H", "H", "H", "H"],
  "coordinates": [[2.3381, 0.3870, -0.1206], [1.2824, -0.3277, -0.3636], [0.2626, -1.1244, -0.5450], [-1.0188, -0.9213, -0.1355], [-1.3086, 0.3715, 0.4936], [-2.4850, 0.8523, -0.0300], [2.9665, 0.2077, 0.7410], [2.6453, 1.1930, -0.7730], [0.3569, -2.0577, -1.0878], [-0.5280, 1.1116, 0.2906], [-1.3814, 0.1760, 1.5776], [-3.1301, 0.1320, -0.0472]],
  "homo_ha": -0.32526,
  "orbital_gap_ev": 9.73,
  "multiplicity": 1
}

---

ii | {
  "formula": "C4H6O2",
  "method": "wB97M-V/def2-TZVPD",
  "species": ["O", "C", "C", "C", "C", "O", "H", "H", "H", "H", "H", "H"],
  "coordinates": [[-2.3965, 0.3255, -0.3658], [-1.6063, -0.7710, -0.2940], [-0.2973, -0.5667, -0.5370], [0.4191, 0.5665, 0.1214], [1.7452, 0.2629, 0.6820], [1.5988, 1.1010, -0.4568], [-1.7597, 0.8158, -0.9294], [-2.1092, -1.7008, -0.0293], [0.3226, -1.3466, -0.9458], [-0.1911, 1.2880, 0.6744], [2.1007, 0.7480, 1.5921], [2.1737, -0.7227, 0.4883]],
  "homo_ha": -0.31605,
  "orbital_gap_ev": 9.41,
  "multiplicity": 1
}

---

iii | {
  "formula": "C4H6O2",
  "method": "wB97M-V/def2-TZVPD",
  "species": ["O", "C", "C", "C", "C", "O", "H", "H", "H", "H", "H", "H"],
  "coordinates": [[-1.2901, 1.3266, 0.1778], [-0.4126, 2.1321, -0.3535], [0.2709, 0.7622, 0.5284], [-0.1651, -0.6874, 0.5846], [0.0323, -1.5597, -0.5670], [0.9190, -1.5978, 0.5449], [-0.4154, 2.0062, -1.4791], [0.5610, 1.1869, 1.4816], [1.1031, 0.7858, -0.2023], [-0.9440, -0.9166, 1.3090], [-0.6035, -2.4340, -0.6923], [0.4548, -1.1486, -1.4845]],
  "homo_ha": [-0.29766, -0.29768],
  "orbital_gap_ev": [8.53, 8.53],
  "multiplicity": 1
}

---

iv | {
  "formula": "C4H6O2",
  "method": "wB97M-V/def2-TZVPD",
  "species": ["O", "C", "C", "C", "C", "O", "H", "H", "H", "H", "H", "H"],
  "coordinates": [[0.5552, 2.0751, -0.6762], [0.9950, 0.8499, -0.7680], [-1.2563, -1.4069, 0.1312], [-1.5989, -0.3625, 0.8782], [1.8886, 0.1311, -0.0142], [2.8891, 0.6094, -0.6108], [0.2725, 2.2998, -1.5797], [-1.5959, -2.4138, 0.3670], [-0.6211, -1.2945, -0.7456], [-2.2355, -0.4673, 1.7554], [-1.2670, 0.6462, 0.6379], [1.8436, -0.7341, 0.6785]],
  "homo_ha": -0.31613,
  "orbital_gap_ev": 8.97,
  "multiplicity": 1
}

---

Which one sits at the top of the stability order? i does.

---

i | {
  "formula": "C4H12N2O",
  "method": "wB97M-V/def2-TZVPD",
  "species": ["C", "C", "N", "C", "C", "N", "H", "H", "H", "H", "H", "H", "H", "H", "H", "H", "O", "H", "H"],
  "coordinates": [[0.8229, -0.6604, 1.8740], [1.0712, -0.2816, 0.6080], [1.7340, 0.9301, 0.3670], [0.6750, -1.0087, -0.6422], [0.1068, -0.1282, -1.7825], [-0.8666, 0.8478, -1.3611], [0.7033, 0.1704, 2.5725], [0.5853, -1.6508, 2.2350], [2.4627, 0.9743, -0.3254], [2.1480, 1.2480, 1.2319], [1.6098, -1.4651, -1.0078], [0.0292, -1.8632, -0.4384], [1.0280, 0.3803, -2.1296], [-0.3006, -0.7876, -2.5564], [-0.5970, 1.3023, -0.4984], [-0.8867, 1.6232, -2.0129], [-2.8489, 0.1306, 0.9437], [-2.9285, -0.5639, 0.2975], [-3.0057, -0.3402, 1.7735]],
  "homo_ha": -0.29419,
  "orbital_gap_ev": 8.93,
  "multiplicity": 1
}

---

ii | {
  "formula": "C4H12N2O",
  "method": "wB97M-V/def2-TZVPD",
  "species": ["C", "C", "N", "C", "N", "C", "O", "H", "H", "H", "H", "H", "H", "H", "H", "H", "H", "H", "H"],
  "coordinates": [[-0.9477, 0.3756, -2.3308], [-0.4450, 0.8157, -0.9773], [-1.4436, 1.7489, -0.3876], [-0.0997, -0.3697, -0.0793], [0.7814, 0.0101, 1.0184], [1.6259, -1.0198, 1.5732], [1.2007, -1.3951, 2.8730], [-1.7192, -0.3987, -2.2047], [-1.3749, 1.2231, -2.8625], [-0.1557, -0.0876, -2.9181], [0.4834, 1.3877, -1.1016], [-1.3539, 1.7389, 0.6339], [-2.3608, 1.3203, -0.5117], [0.3997, -1.1251, -0.6876], [-1.0351, -0.8385, 0.2480], [0.2407, 0.4701, 1.7379], [1.5939, -1.8921, 0.9097], [2.6649, -0.6793, 1.5997], [1.9451, -1.2845, 3.4675]],
  "homo_ha": -0.32683,
  "orbital_gap_ev": 9.84,
  "multiplicity": 1
}

---

iii | {
  "formula": "C4H12N2O",
  "method": "wB97M-V/def2-TZVPD",
  "species": ["C", "C", "C", "C", "N", "N", "O", "H", "H", "H", "H", "H", "H", "H", "H", "H", "H", "H", "H"],
  "coordinates": [[0.0427, -2.3609, 0.6846], [-1.5155, 1.7148, 0.3070], [0.1639, -1.3479, -0.5289], [2.4651, 1.6029, -0.1288], [-0.0687, 0.0401, -0.0760], [-1.3548, 0.3988, -0.0756], [1.7127, 1.4775, -1.1238], [0.9102, -2.0560, 1.3519], [-1.0105, -2.4057, 0.8924], [0.4551, -3.4397, 0.3727], [-1.0963, 1.9683, 1.3161], [-0.8081, 2.3879, -0.3322], [-2.5338, 1.9718, 0.2008], [1.0996, -1.1632, -1.0039], [-0.6139, -1.5162, -1.2639], [2.1709, 2.3278, 0.5914], [3.2741, 0.8862, -0.0726], [0.5533, 0.1232, 0.7962], [0.3897, 0.7474, -0.7677]],
  "homo_ha": [-0.24178, -0.24171],
  "orbital_gap_ev": [6.32, 6.32],
  "multiplicity": 1
}

---

iv | {
  "formula": "C4H12N2O",
  "method": "wB97M-V/def2-TZVPD",
  "species": ["C", "N", "C", "C", "N", "C", "O", "H", "H", "H", "H", "H", "H", "H", "H", "H", "H", "H", "H"],
  "coordinates": [[1.7207, 0.8138, -1.2964], [0.6812, 1.3190, -0.2860], [0.2506, 0.1834, 0.5796], [-0.1085, -1.1397, -0.1434], [-1.1389, -0.9473, -1.2471], [-0.9332, 0.8141, 1.4718], [-1.3748, -0.1273, 2.5697], [2.2623, 0.0083, -0.7864], [1.3559, 0.2963, -2.1279], [2.3395, 1.7551, -1.6004], [-0.0716, 1.3455, -0.9455], [1.1520, 0.1968, 1.2036], [0.7416, -1.5762, -0.6709], [-0.1997, -1.9688, 0.6607], [-2.0653, -1.0150, -0.9601], [-1.0101, -1.6963, -1.8802], [-0.5693, 1.6961, 2.1199], [-1.8873, 1.0893, 0.9915], [-1.1450, -1.0472, 2.3476]],
  "homo_ha": -0.35112,
  "orbital_gap_ev": 10.29,
  "multiplicity": 1
}

---

Which one sits at the top of the stability order? ii does.